Entry 1:
This record from OMol25 describes C18H15BO3 in the gas phase. The level of theory is ωB97M-V/def2-TZVPD.

Values from the calculation:
energy relative to the best compared isomer or geometry (same formula, charge and spin) = 1.177 eV
LUMO level = 0.66 eV
SMILES = c1ccc(OB(Oc2ccccc2)Oc2ccccc2)cc1
E_HOMO = -8.7 eV
gap between HOMO and LUMO = 9.392 eV

```
! RIJCOSX wB97M-V def2-TZVPD def2/J DEFGRID3
* xyz 0 1
O 1.37595 0.28738 -0.11768
O -0.73688 0.27282 1.04589
O -0.62061 0.11534 -1.50140
B 0.05210 0.33265 -0.16416
C 3.45470 0.39976 3.54555
C -4.58043 -0.68942 2.04060
C 1.23016 -0.17114 -5.29421
C 3.99116 0.92961 2.39239
C 2.21497 -0.18715 3.49005
C -3.60188 -0.92806 2.99705
C -4.34424 -0.13284 0.80432
C 1.82938 -0.61072 -4.08599
C -0.05658 0.41178 -5.21997
C 3.32782 0.92710 1.20266
C 1.57537 -0.26336 2.24973
C -2.33176 -0.55155 2.64589
C -3.06433 0.32803 0.51988
C 1.13536 -0.49654 -2.88904
C -0.68413 0.55199 -4.01107
C 2.10223 0.28183 1.09127
C -2.06212 0.05828 1.40905
C -0.08801 0.08359 -2.81329
H 3.98606 0.43129 4.44910
H -5.59853 -1.10512 2.20987
H 1.82595 -0.24850 -6.25696
H 4.97448 1.43635 2.45962
H 1.74408 -0.60566 4.38893
H -3.92319 -1.53010 3.84423
H -5.13638 0.08516 0.13439
H 2.82104 -0.99679 -4.13448
H -0.64081 0.46153 -6.10475
H 3.69807 1.53811 0.37369
H 0.52108 -0.59658 2.35127
H -1.50047 -0.88563 3.24813
H -2.82282 0.87085 -0.36684
H 1.57630 -0.84776 -1.94921
H -1.64312 1.04345 -3.98451
*
```

=====

Entry 2:
This record from OMol25 describes C18H15BrCe as an isolated structure. The level of theory is ωB97M-V/def2-TZVPD.

Values from the calculation:
LUMO level (spin up / spin down) = -2.39 / -2.24 eV
E_HOMO (spin up / spin down) = -7.8 / -7.8 eV
gap between HOMO and LUMO (spin up / spin down) = 5.403 / 5.561 eV

```
! RIJCOSX wB97M-V def2-TZVPD def2/J DEFGRID3
* xyz 0 1
C -1.07015 0.18568 -2.41643
C -0.12156 1.07830 -1.81485
C 1.05023 0.31151 -1.54948
H -0.31991 2.06554 -1.40333
C 0.78285 -1.07385 -1.80409
C -0.51744 -1.15778 -2.36958
H -0.98651 -2.04453 -2.80959
H -2.04956 0.45855 -2.81189
H 1.97318 0.70132 -1.13969
H 1.49070 -1.88234 -1.64441
Ce -0.79175 0.02545 0.38238
Br -0.64793 2.61789 1.26087
C -3.53603 -1.64774 1.21789
C -3.50956 -2.61364 0.17620
C -3.91138 -1.97337 -1.03591
H -3.24085 -3.66156 0.28384
C -4.19766 -0.61829 -0.74490
C -3.93066 -0.39524 0.64255
H -4.10976 0.52922 1.18747
H -3.39474 -1.83582 2.27753
H -3.98985 -2.44589 -2.01111
H -4.61189 0.11299 -1.43182
C 1.13578 0.29542 1.69677
C 2.26609 0.82193 1.84399
C 3.61114 1.23021 1.97876
C 4.61046 0.79915 1.07171
C 5.88788 1.35277 1.12262
C 6.23095 2.27159 2.11509
C 5.26622 2.63288 3.08256
C 3.97860 2.08087 3.05841
H 4.38679 0.00254 0.35100
H 6.63126 1.03869 0.39112
H 7.24463 2.68478 2.16549
H 5.54876 3.34695 3.86454
H 3.22906 2.27653 3.84781
*
```

=====

Entry 3:
This record from OMol25 describes C18H15ClN2O6S in the gas phase. The level of theory is ωB97M-V/def2-TZVPD.

Values from the calculation:
LUMO level = -0.33 eV
SMILES = O=C(O)c1ccc(Cl)c(S(=O)(=O)N[C@@H](Cc2c[nH]c3ccccc23)C(=O)O)c1
E_HOMO = -8.4 eV
gap between HOMO and LUMO = 8.030 eV

```
! RIJCOSX wB97M-V def2-TZVPD def2/J DEFGRID3
* xyz 0 1
O -3.42984 1.16099 3.13519
C -2.84066 0.21176 2.68126
O -2.50066 -0.84581 3.42355
H -2.82033 -0.73711 4.33365
C -2.39453 0.10378 1.27241
C -1.42552 -0.82097 0.89346
C -0.97964 -0.84031 -0.40941
C -1.50571 0.03084 -1.35279
C -2.49553 0.93758 -0.98773
C -2.92124 0.98110 0.32406
H -3.67039 1.69247 0.63653
H -2.90178 1.60833 -1.72676
Cl -0.92783 -0.01761 -2.95295
S 0.30899 -1.99590 -0.87032
O 0.68097 -2.73576 0.31311
O -0.10261 -2.73158 -2.02118
N 1.56106 -1.01898 -1.31920
H 1.76061 -1.08630 -2.30363
C 2.70671 -0.67432 -0.49217
C 2.33865 -0.31673 0.95027
C 1.29066 0.74076 1.14304
C 0.65551 0.92624 2.34041
N -0.22167 1.96892 2.26250
C -0.18201 2.47853 0.99980
C -0.91335 3.52173 0.44731
C -0.68543 3.83127 -0.87460
C 0.25638 3.12217 -1.62379
C 0.98509 2.08914 -1.07987
C 0.77256 1.73657 0.25551
H 1.70390 1.56654 -1.68792
H 0.41476 3.39517 -2.65621
H -1.23457 4.63563 -1.34003
H -1.63315 4.06445 1.04101
H -0.81548 2.30107 3.00333
H 0.77933 0.37825 3.25483
H 2.00646 -1.21518 1.47632
H 3.26819 0.01415 1.42808
H 3.20040 0.18571 -0.95836
C 3.75497 -1.81208 -0.44992
O 4.90343 -1.60709 -0.73074
O 3.31452 -3.00294 -0.08196
H 2.35094 -3.02859 0.13424
H -1.00634 -1.51850 1.60024
*
```

=====

Entry 4:
This record from OMol25 describes C18H15FeI2N3O2S as an isolated structure. The level of theory is ωB97M-V/def2-TZVPD.

Values from the calculation:
LUMO level (spin up / spin down) = 2.37 / 2.37 eV
⟨S²⟩ = 0.768
E_HOMO (spin up / spin down) = -2.6 / -1.9 eV
gap between HOMO and LUMO (spin up / spin down) = 4.972 / 4.234 eV

```
! RIJCOSX wB97M-V def2-TZVPD def2/J DEFGRID3
* xyz -1 2
Fe 0.33992 -0.45090 0.81837
I 0.52026 1.21603 -6.67334
C 0.91000 0.62214 -4.68267
C 2.13515 0.91201 -4.10343
C 2.34884 0.50609 -2.80433
I 4.16506 0.94066 -1.84331
C 1.39655 -0.20429 -2.01506
O 1.66069 -0.57075 -0.82397
C 0.15324 -0.46930 -2.66944
C -0.92652 -1.19641 -1.91879
N -1.45446 -0.38943 -0.80682
C -1.92116 0.92998 -1.19512
C -1.00205 2.02535 -0.69329
C -1.05553 3.29479 -1.24063
C -0.27120 4.30981 -0.71285
C 0.54645 3.99459 0.36586
C 0.55600 2.69978 0.83692
N -0.18996 1.71010 0.32493
C -0.06712 -0.05832 -3.97330
H 2.90190 1.44389 -4.64917
H -1.72124 -1.47407 -2.62818
H -0.52057 -2.11147 -1.48278
H -2.17623 -0.90739 -0.32782
H -2.00841 1.00968 -2.28339
H -2.91731 1.11140 -0.77963
H -1.71264 3.49018 -2.07995
H -0.28810 5.30574 -1.13377
H 1.16697 4.75004 0.82958
H 1.19026 2.40125 1.66253
H -1.01808 -0.27745 -4.44602
O 0.59652 -0.74013 2.91469
N 0.26447 -1.81634 3.57339
C 0.53087 -1.83168 4.89849
C 0.21532 -2.90514 5.68527
C -0.38892 -4.02181 5.10700
C -0.64928 -3.99873 3.75294
C -0.33719 -2.88769 2.95809
S -0.67063 -2.82485 1.28302
H 1.00680 -0.93435 5.26155
H 0.44029 -2.86559 6.74229
H -0.64677 -4.89297 5.69427
H -1.10220 -4.84443 3.25784
*
```

=====

Entry 5:
This record from OMol25 describes C18H15InN3O18S3 as an isolated structure. The level of theory is ωB97M-V/def2-TZVPD.

Values from the calculation:
energy relative to the best compared isomer or geometry (same formula, charge and spin) = 0.000 eV
LUMO level = 4.17 eV
E_HOMO = 0.4 eV
gap between HOMO and LUMO = 3.718 eV

```
! RIJCOSX wB97M-V def2-TZVPD def2/J DEFGRID3
* xyz -3 1
In -8.77542 -1.47066 -7.48008
S -9.99372 -4.25335 -5.63890
O -9.03757 -5.27760 -5.18762
O -9.93749 -4.05657 -7.08572
O -11.34342 -4.55444 -5.13534
O -9.60169 -2.96451 -4.98854
S -11.72869 -0.54976 -6.20274
O -12.19245 -1.37948 -5.07097
O -10.37253 -0.03191 -5.84038
O -11.45748 -1.36470 -7.40927
O -12.67588 0.52516 -6.48255
S -5.87317 -2.64258 -5.91065
O -5.39750 -3.85182 -5.24678
O -6.91916 -1.99083 -5.08264
O -4.75928 -1.71557 -6.16688
O -6.53504 -2.95723 -7.21264
C -11.62560 -7.73008 -10.09522
C -11.49192 -6.78890 -9.07998
C -10.68827 -5.67951 -9.23921
C -9.98320 -5.51572 -10.42554
C -10.08257 -6.45351 -11.44215
C -10.88264 -7.57219 -11.26675
N -9.15678 -4.31506 -10.56775
O -8.56702 -4.15521 -11.63186
O -9.17075 -3.55482 -9.63969
H -12.26812 -8.59756 -10.01305
H -11.98990 -6.95905 -8.13324
H -10.45372 -4.98823 -8.41813
H -9.48926 -6.34238 -12.34052
H -10.96500 -8.32690 -12.03934
C -3.48126 2.56942 -3.54921
C -3.73777 1.27932 -4.00377
C -4.83513 1.03112 -4.81533
C -5.74695 2.05931 -4.98838
C -5.51766 3.34564 -4.50406
C -4.39199 3.60940 -3.74037
N -6.95090 1.80374 -5.79389
O -7.10428 0.67450 -6.18277
O -7.70778 2.74023 -5.99356
H -2.63656 2.71979 -2.88245
H -2.99070 0.54872 -3.72474
H -5.00888 0.04728 -5.26665
H -6.16638 4.12601 -4.88246
H -4.21133 4.60641 -3.36170
C -12.79252 -3.33788 -12.91819
C -12.34787 -2.26702 -13.70446
C -11.51680 -1.31593 -13.14850
C -11.32534 -1.35272 -11.77359
C -11.82416 -2.35139 -10.96185
C -12.53820 -3.38556 -11.55349
N -10.45714 -0.34714 -11.15851
O -9.88977 -0.72722 -10.16727
O -10.43387 0.78828 -11.61087
H -13.44265 -4.07528 -13.37440
H -12.68161 -2.19824 -14.73195
H -11.12347 -0.46747 -13.69157
H -11.74059 -2.25824 -9.88050
H -12.96807 -4.17290 -10.94994
*
```

=====

Entry 6:
This record from OMol25 describes C18H15N2O7S2Ta as an isolated structure. The level of theory is ωB97M-V/def2-TZVPD.

Values from the calculation:
energy relative to the best compared isomer or geometry (same formula, charge and spin) = 0.000 eV
LUMO level = -7.79 eV
E_HOMO = -13.7 eV
gap between HOMO and LUMO = 5.878 eV

```
! RIJCOSX wB97M-V def2-TZVPD def2/J DEFGRID3
* xyz 2 1
Ta -0.45574 1.76949 0.57323
N -0.45500 5.49871 2.37654
C -0.67077 4.24035 2.13573
O -0.06930 3.67704 1.14335
C -1.61778 3.37772 2.90463
C -1.23565 1.92810 2.60595
H 0.18182 6.02911 1.79509
H -0.90832 5.96787 3.14756
H -2.62180 3.61764 2.53595
H -1.60720 3.63399 3.96586
H -2.03571 1.23504 2.86198
H -0.36593 1.65473 3.21400
O 1.18404 0.80974 1.27533
C 0.71687 -0.37791 0.98035
O -0.51383 -0.29282 0.53571
C 1.44000 -1.57690 1.11517
C 2.77274 -1.51294 1.56333
C 3.52984 -2.65547 1.72214
C 2.90002 -3.85228 1.42218
O 3.41560 -5.07037 1.50173
C 2.38634 -6.00376 1.11120
O 1.24272 -5.22214 0.76189
C 1.56837 -3.92665 0.97363
C 0.80957 -2.81476 0.80856
H 3.20500 -0.54567 1.77948
H 4.55437 -2.63069 2.06220
H 2.15430 -6.64591 1.95873
H 2.73176 -6.56518 0.24576
H -0.21651 -2.85723 0.47311
O 1.04996 1.57117 -1.32865
S 0.17562 2.09260 -2.39831
O 0.66958 3.10407 -3.24678
N -1.08381 2.52270 -1.36369
C -2.06964 1.62396 -1.43305
S -2.90406 1.46401 0.03579
C -1.99528 0.72706 -2.58585
C -2.92927 -0.18186 -3.05033
C -2.59794 -0.93022 -4.17518
C -1.36600 -0.78268 -4.80444
C -0.41144 0.12032 -4.33313
C -0.75492 0.85254 -3.22148
H -3.89190 -0.29196 -2.56871
H -3.31333 -1.63628 -4.57377
H -1.14299 -1.37851 -5.67897
H 0.54562 0.23425 -4.82380
*
```

=====

Number 1: F_max 4.85 eV Å⁻¹, electronic energy -25729.8317 eV, molar mass 290.1 Da. Number 2: F_max 3.55 eV Å⁻¹, electronic energy -101876.2691 eV, molar mass 451.3 Da. Number 3: F_max 0.85 eV Å⁻¹, electronic energy -57533.5238 eV, molar mass 422.8 Da. Number 4: F_max 1.24 eV Å⁻¹, electronic energy -88897.6562 eV, molar mass 647.1 Da. Number 5: F_max 2.96 eV Å⁻¹, electronic energy -97900.1108 eV, molar mass 772.3 Da. Number 6: F_max 0.50 eV Å⁻¹, electronic energy -59431.4854 eV, molar mass 616.4 Da.